{
  "formula": "C7H7N3",
  "method": "wB97M-V/def2-TZVPD",
  "homo_lumo_gap_ev": 10.3,
  "e_lumo_ev": 0.903,
  "e_above_lowest_kcal_mol": 41.7,
  "total_energy_ev": -11840.7023,
  "species": ["N", "N", "N", "C", "C", "C", "C", "C", "C", "C", "H", "H", "H", "H", "H", "H", "H"],
  "positions_angstrom": [[-2.78323, 0.33452, -0.69218], [-2.74151, -0.61753, 0.08704], [-2.98637, 1.16726, -1.44645], [1.58126, -0.95596, -0.89122], [0.28742, -1.10776, -0.35557], [-1.61227, -0.46262, 1.04239], [-0.25549, -0.13429, 0.46041], [0.49083, 1.03931, 0.66302], [1.78590, 1.18729, 0.12472], [2.33982, 0.19480, -0.69614], [0.05471, 1.81129, 1.28011], [-1.61763, -1.46980, 1.49040], [3.36441, 0.34986, -1.08593], [2.31590, 2.14705, 0.35244], [-1.95185, 0.24320, 1.78129], [2.02313, -1.74468, -1.48982], [-0.29503, -1.98195, -0.62451]],
  "forces_ev_per_angstrom": [[-1.27, 1.74, -1.75], [0.64, 0.38, -0.50], [0.69, -1.63, 1.44], [-0.11, -0.11, -0.30], [1.34, -0.03, -0.74], [-0.33, -0.77, 0.35], [0.12, 0.07, -0.36], [0.15, -0.62, 0.01], [-0.50, 0.86, 0.21], [-0.09, 0.60, 0.95], [0.12, 0.19, 0.08], [0.42, 0.56, 0.15], [-0.84, -0.40, 0.12], [-0.39, -1.09, -0.36], [0.19, 0.40, 0.52], [-0.24, -0.07, -0.03], [0.10, -0.08, 0.20]],
  "nbo_charge": [0.232, -0.335, -0.062, -0.201, -0.205, -0.257, -0.058, -0.209, -0.202, -0.215, 0.213, 0.221, 0.224, 0.218, 0.202, 0.214, 0.219]
}